(1)
DFT (wB97M-V/def2-TZVPD) results for a molecular structure, C4H7NO.

Lowest unoccupied orbital energy   0.65 eV
Charge   0
Kohn-Sham gap   0.424 Eh
ΔE to the lowest compared entry with this formula, charge and spin   344.0 kJ/mol
Calculated total energy   -7796.0793 eV

```
13
C4H7NO (wB97M-V/def2-TZVPD)
C -0.6475 1.2931 0.2551
C -0.3873 -0.0215 -0.4430
C 0.7823 -0.8150 0.1364
O 1.9312 -0.0721 -0.2245
C -1.9632 -0.7614 -0.7677
N -1.6262 -1.3225 0.2250
H -1.4590 1.8434 -0.2265
H -0.9141 1.1227 1.3026
H 0.2700 1.8896 0.2147
H -0.1723 0.1113 -1.5045
H 0.7949 -1.8218 -0.2993
H 0.6823 -0.9093 1.2254
H 2.7089 -0.5364 0.1062
```

=====

(2)
DFT (wB97M-V/def2-TZVPD) results for C4H7NO in the gas phase.

Lowest unoccupied orbital energy   0.89 eV
Charge   0
Kohn-Sham gap   0.352 Eh
ΔE to the lowest compared entry with this formula, charge and spin   438.4 kJ/mol
Calculated total energy   -7795.1007 eV

```
13
C4H7NO (wB97M-V/def2-TZVPD)
O -2.7412 -0.0003 0.9457
C -1.7131 -0.6056 0.3830
C -0.4867 0.2179 0.6943
N 0.6823 -0.5091 0.2437
C 0.9327 -0.4512 -1.1795
C 1.8138 0.2644 -0.2205
H -3.5227 -0.5349 0.7400
H -0.4063 0.4158 1.7731
H -0.6004 1.2103 0.2048
H 0.2646 0.1601 -1.7892
H 1.2450 -1.3825 -1.6443
H 2.7907 -0.1375 0.0368
H 1.7411 1.3527 -0.1879
```

=====

(3)
DFT (wB97M-V/def2-TZVPD) results for C4H7NO in the gas phase.

Lowest unoccupied orbital energy   1.00 eV
Charge   0
Kohn-Sham gap   0.387 Eh
ΔE to the lowest compared entry with this formula, charge and spin   277.9 kJ/mol
Calculated total energy   -7796.7643 eV

```
13
C4H7NO (wB97M-V/def2-TZVPD)
C -0.7739 0.1278 1.4503
C -0.1307 0.8113 0.2607
N 1.2806 0.6298 0.1266
C 0.5244 0.0942 -0.9647
C 0.2005 -1.3119 -1.1691
O -0.2031 -1.7282 -2.2332
H -0.3579 -0.8758 1.5723
H -1.8555 0.0725 1.3138
H -0.5912 0.6421 2.4063
H -0.7256 1.3761 -0.4420
H 1.8398 1.4173 -0.1663
H 0.5318 0.6842 -1.8910
H 0.2608 -1.9392 -0.2637
```

=====

(4)
DFT (wB97M-V/def2-TZVPD) results for C4H7NO in the gas phase.

Lowest unoccupied orbital energy   0.62 eV
Charge   0
Kohn-Sham gap   0.388 Eh
ΔE to the lowest compared entry with this formula, charge and spin   246.3 kJ/mol
Calculated total energy   -7797.0918 eV

```
13
C4H7NO (wB97M-V/def2-TZVPD)
C 1.8433 0.5057 -0.3061
C 0.6367 0.2582 0.5930
C -0.3906 -0.6120 -0.0841
N -1.2706 -0.0234 -1.2441
C -1.7732 -0.2807 -0.1274
O -2.9007 -0.2418 0.5775
H 2.5928 1.1348 0.1831
H 2.3225 -0.4413 -0.5802
H 1.5282 1.0011 -1.2304
H 0.1734 1.2074 0.8899
H 0.9390 -0.2496 1.5206
H -0.0807 -1.6485 -0.2490
H -3.6200 -0.6099 0.0572
```

=====

(5)
DFT (wB97M-V/def2-TZVPD) results for C4H7NO in the gas phase.

Lowest unoccupied orbital energy   0.88 eV
Charge   0
Kohn-Sham gap   0.385 Eh
ΔE to the lowest compared entry with this formula, charge and spin   237.1 kJ/mol
Calculated total energy   -7797.1872 eV

```
13
C4H7NO (wB97M-V/def2-TZVPD)
C -1.6345 0.1522 -0.5170
N -0.5663 -0.1237 -1.1395
C 0.3221 -1.0626 -0.4602
C 1.2066 -0.1286 0.4159
C 0.4756 1.2011 0.5525
O 0.8325 2.2709 0.1360
H -2.1725 1.0720 -0.7528
H -2.0117 -0.4381 0.3332
H 0.9271 -1.6070 -1.1899
H -0.2291 -1.7998 0.1450
H 1.3515 -0.5143 1.4339
H 2.1823 0.0508 -0.0382
H -0.4945 1.0872 1.0940
```

=====

(6)
DFT (wB97M-V/def2-TZVPD) results for C4H7NO in the gas phase.

Lowest unoccupied orbital energy   0.93 eV
Charge   0
Kohn-Sham gap   0.342 Eh
ΔE to the lowest compared entry with this formula, charge and spin   328.2 kJ/mol
Calculated total energy   -7796.2429 eV

```
13
C4H7NO (wB97M-V/def2-TZVPD)
O -0.6157 3.1328 -0.0305
C -0.2864 1.9996 -0.2820
C 0.0390 0.9118 0.7762
N -0.0081 -0.3552 0.1683
C 0.3602 -1.0933 -0.9439
C -0.1362 -1.7116 0.3879
H -0.1861 1.6372 -1.3267
H -0.7271 0.9489 1.5753
H 1.0455 1.0203 1.1694
H 1.4193 -1.2146 -1.2186
H -0.3251 -0.9914 -1.7858
H -1.1711 -2.0367 0.4952
H 0.5918 -2.2479 1.0152
```

=====

(7)
DFT (wB97M-V/def2-TZVPD) results for 2 unconnected molecules or ions with the total composition C4H7NO.

Lowest unoccupied orbital energy   0.96 eV
Charge   0
Kohn-Sham gap   0.379 Eh
ΔE to the lowest compared entry with this formula, charge and spin   260.6 kJ/mol
Calculated total energy   -7796.9436 eV

```
13
C4H7NO (wB97M-V/def2-TZVPD)
C 3.0675 0.5132 0.2798
C 0.4555 -0.6875 -0.2606
C -1.6840 0.6334 0.0004
C -0.9778 -0.7115 0.3100
N 1.1857 0.2707 -0.6016
O 3.8057 -0.3071 -0.0237
H 1.0247 -1.5720 -0.2351
H -1.0711 1.4084 0.3895
H -2.4899 0.7959 0.5956
H -1.8310 0.7904 -1.0391
H -1.4222 -1.4529 -0.2820
H -0.8076 -0.8646 1.2840
H 0.7445 1.1836 -0.4172
```

=====

(8)
DFT (wB97M-V/def2-TZVPD) results for 2 unconnected molecules or ions with the total composition C4H7NO.

Lowest unoccupied orbital energy   0.37 eV
Charge   0
Kohn-Sham gap   0.308 Eh
ΔE to the lowest compared entry with this formula, charge and spin   507.9 kJ/mol
Calculated total energy   -7794.3806 eV

```
13
C4H7NO (wB97M-V/def2-TZVPD)
O 1.9286 -2.5167 0.2942
C 1.2852 -1.5027 0.4986
C -0.0103 -1.2179 -0.0580
N -0.5959 -0.0682 0.2492
C -1.4994 0.8414 0.1931
C -0.2754 1.2087 0.9098
H 1.6824 -0.6941 1.1572
H -0.5473 -1.9152 -0.6887
H 0.3404 0.4883 -2.1883
H -2.3830 1.0801 -0.3722
H -0.0902 1.0779 -2.3432
H 0.5177 1.7885 0.4281
H -0.2385 1.1862 2.0008
```

=====

(9)
DFT (wB97M-V/def2-TZVPD) results for C4H7NO in the gas phase.

Lowest unoccupied orbital energy   0.98 eV
Charge   0
Kohn-Sham gap   0.401 Eh
ΔE to the lowest compared entry with this formula, charge and spin   160.1 kJ/mol
Calculated total energy   -7797.9846 eV

```
13
C4H7NO (wB97M-V/def2-TZVPD)
C -1.7161 -0.2872 0.4915
C -0.2988 -0.4850 0.0157
C 0.2386 0.1755 -1.2148
N 0.5975 0.6531 0.0966
C 1.8971 0.5468 0.5687
O 2.8889 0.7471 -0.0911
H -1.7365 -0.0986 1.5698
H -2.3206 -1.1765 0.2870
H -2.1783 0.5687 -0.0099
H 0.1473 -1.4519 0.2568
H 1.0198 -0.3260 -1.7828
H -0.4113 0.8309 -1.7906
H 1.9312 0.3045 1.6470
```

=====

(10)
DFT (wB97M-V/def2-TZVPD) results for 2 unconnected molecules or ions with the total composition C4H7NO.

Lowest unoccupied orbital energy   1.08 eV
Charge   0
Kohn-Sham gap   0.420 Eh
ΔE to the lowest compared entry with this formula, charge and spin   266.4 kJ/mol
Calculated total energy   -7796.8838 eV

```
13
C4H7NO (wB97M-V/def2-TZVPD)
C -1.3083 -0.6260 -0.4599
C 0.1706 -0.8275 -0.6709
C 1.0836 0.3062 -0.8029
O 1.0343 -0.4720 0.3978
H -1.7088 -1.3940 0.2110
H -1.5267 0.3580 -0.0324
H -1.8268 -0.7103 -1.4202
H 0.4573 -1.7695 -1.1329
H 2.0317 0.2204 -1.3252
H 0.6683 1.3159 -0.7554
C 0.3157 1.1654 1.9969
N 0.2169 2.1290 1.3678
H 0.3920 0.3045 2.6263
```

=====

(11)
DFT (wB97M-V/def2-TZVPD) results for 2 unconnected molecules or ions with the total composition C4H7NO2.

Lowest unoccupied orbital energy (spin up / spin down)   4.24 / 4.12 eV
Charge   -1
Expectation value of S²   0.77
Spin multiplicity   2
Kohn-Sham gap (spin up / spin down)   0.146 / 0.299 Eh
ΔE to the lowest compared entry with this formula, charge and spin   207.8 kJ/mol
Calculated total energy   -9844.0405 eV

```
14
C4H7NO2 (wB97M-V/def2-TZVPD)
C 0.4730 -1.3550 -1.5306
C 0.0373 -1.6774 -2.7649
C 0.7107 0.3070 0.0866
N 0.6003 -0.0117 -1.2007
H 0.6367 -2.0949 -0.7430
H -0.1500 -0.8327 -3.4549
H -0.1443 -2.7075 -3.0162
H 0.7886 1.3281 0.3348
H 1.0666 -0.3710 0.8583
H 0.4666 0.6351 -1.9569
O 0.1948 1.4738 2.4026
C -0.8608 0.8826 2.0729
O -1.1207 0.3426 0.8905
H -1.6211 0.6511 2.8537
```

=====

(12)
DFT (wB97M-V/def2-TZVPD) results for C4H7NO2 in the gas phase.

Lowest unoccupied orbital energy   0.71 eV
Charge   0
Kohn-Sham gap   0.394 Eh
ΔE to the lowest compared entry with this formula, charge and spin   329.0 kJ/mol
Calculated total energy   -9843.8701 eV

```
14
C4H7NO2 (wB97M-V/def2-TZVPD)
O -1.3827 1.9683 1.8583
C -1.0746 0.9042 1.2991
O -1.3280 -0.2644 1.9624
C -0.7233 0.7202 -0.0356
N 0.1934 -0.4551 -0.0235
C 0.6216 -0.8986 -1.3449
C 1.6800 -0.3822 -0.3138
H -1.0218 -1.1229 1.4880
H -1.7138 0.4865 -0.6166
H -0.4075 1.6897 -0.6475
H 0.5996 -2.0035 -1.4699
H 0.2021 -0.1645 -2.0720
H 2.0378 -1.1029 0.4347
H 2.3172 0.6252 -0.5187
```

=====

(13)
DFT (wB97M-V/def2-TZVPD) results for 2 unconnected molecules or ions with the total composition C4H7NO2.

Lowest unoccupied orbital energy (spin up / spin down)   0.81 / 0.71 eV
Charge   0
Kohn-Sham gap (spin up / spin down)   0.301 / 0.293 Eh
ΔE to the lowest compared entry with this formula, charge and spin   610.9 kJ/mol
Calculated total energy   -9840.9478 eV

```
14
C4H7NO2 (wB97M-V/def2-TZVPD)
C -2.6087 0.8534 -0.1615
C -1.0814 -1.4610 0.7982
C 0.6238 -0.7488 -0.5725
C 2.1377 0.9597 -0.0670
N -1.8281 1.6053 -0.5718
O -0.6136 -1.1951 -0.3719
O 1.2651 0.0005 0.4017
H -3.2509 0.1145 0.2199
H -0.5867 -1.1814 1.6988
H -1.8942 -2.1456 0.7096
H 0.6414 -0.4638 -1.6664
H 3.2272 0.4939 -0.1763
H 2.2685 1.6830 0.6485
H 1.6998 1.4853 -0.8893
```

=====

(14)
DFT (wB97M-V/def2-TZVPD) results for 2 unconnected molecules or ions with the total composition C4H7NO2.

Lowest unoccupied orbital energy (spin up / spin down)   -0.24 / -0.24 eV
Charge   0
Kohn-Sham gap (spin up / spin down)   0.318 / 0.318 Eh
ΔE to the lowest compared entry with this formula, charge and spin   531.6 kJ/mol
Calculated total energy   -9841.7696 eV

```
14
C4H7NO2 (wB97M-V/def2-TZVPD)
O -1.3031 -0.5811 1.1938
C -0.9263 0.1078 0.0278
C -0.1604 1.4048 0.2595
O 1.2584 1.1013 0.4103
C 1.7524 0.2271 -0.4179
N 0.9689 -0.2077 -1.4756
C -0.1884 -0.6244 -1.0816
H -0.5973 -1.1872 1.4496
H -1.8726 0.3970 -0.4490
H -0.2661 2.0710 -0.6013
H -0.4594 1.9005 1.1819
H 1.5911 -1.4368 0.6099
H -0.7350 -1.3457 -1.6894
H 0.9378 -1.8264 0.5819
```

=====

(15)
DFT (wB97M-V/def2-TZVPD) results for C4H7NO2 in the gas phase.

Lowest unoccupied orbital energy   -0.04 eV
Charge   0
Kohn-Sham gap   0.300 Eh
ΔE to the lowest compared entry with this formula, charge and spin   383.4 kJ/mol
Calculated total energy   -9843.3061 eV

```
14
C4H7NO2 (wB97M-V/def2-TZVPD)
C 1.1082 1.1967 -0.3057
C -0.1944 0.3819 -0.3914
C -1.1962 0.8022 0.6443
O -0.8502 0.4879 -1.5252
C -0.0710 -0.9851 0.3360
O -0.5268 -0.8319 1.5037
N 0.2767 -2.1546 -0.1783
H 0.8478 2.2193 -0.6022
H 1.5424 1.2152 0.6998
H 1.8445 0.8200 -1.0230
H -2.1919 0.3914 0.4981
H -1.0912 1.7066 1.2507
H 0.0548 -3.0053 0.3207
H 0.4739 -2.2067 -1.1695
```

=====

(16)
DFT (wB97M-V/def2-TZVPD) results for C4H7NO2 in the gas phase.

Lowest unoccupied orbital energy   0.75 eV
Charge   0
Kohn-Sham gap   0.394 Eh
ΔE to the lowest compared entry with this formula, charge and spin   86.1 kJ/mol
Calculated total energy   -9846.3875 eV

```
14
C4H7NO2 (wB97M-V/def2-TZVPD)
C 1.8884 0.0477 -0.1872
C 0.5620 0.2313 -0.8804
O 0.4254 0.4182 -2.0562
N -0.5971 0.0857 0.0064
C -1.4454 -1.0908 0.0752
C -0.7803 1.2071 0.7451
O -0.0621 2.1811 0.6050
H 2.5957 0.8317 -0.4663
H 2.2879 -0.9110 -0.5355
H 1.7773 0.0195 0.8978
H -2.2766 -0.8719 0.7551
H -1.8550 -1.3515 -0.9051
H -0.9067 -1.9585 0.4752
H -1.6134 1.1615 1.4709
```

=====

(17)
DFT (wB97M-V/def2-TZVPD) results for a molecular structure, C4H7NO2.

Lowest unoccupied orbital energy   0.67 eV
Charge   0
Kohn-Sham gap   0.330 Eh
ΔE to the lowest compared entry with this formula, charge and spin   268.8 kJ/mol
Calculated total energy   -9844.4938 eV

```
14
C4H7NO2 (wB97M-V/def2-TZVPD)
C -1.5560 -0.1581 -0.1105
C -0.5032 -0.9408 -0.3001
C 1.8066 0.5139 -0.1047
C 0.6731 -1.0234 0.5204
N 1.5829 1.6921 0.4951
O 2.5424 0.2012 -0.9793
O 1.5527 -2.0782 0.2567
H -2.1168 -0.0985 -1.0247
H -1.7063 0.5789 0.7308
H -0.4631 -1.5723 -1.1792
H 0.5276 -0.8532 1.5480
H 1.0142 1.7266 1.3118
H 1.7523 2.5394 -0.0014
H 1.6528 -1.9410 -0.7397
```

=====

(18)
DFT (wB97M-V/def2-TZVPD) results for C4H7NO2 in the gas phase.

Lowest unoccupied orbital energy   0.76 eV
Charge   0
Kohn-Sham gap   0.373 Eh
ΔE to the lowest compared entry with this formula, charge and spin   258.4 kJ/mol
Calculated total energy   -9844.6013 eV

```
14
C4H7NO2 (wB97M-V/def2-TZVPD)
H -0.2476 1.7830 -0.3254
N -0.1225 0.8947 -0.7386
C -0.7611 -0.1119 -0.3401
C -2.2471 -0.1092 -0.0672
O 0.0196 -1.1599 0.0579
C 1.2365 -0.5994 0.6313
C 2.1537 0.0980 -0.3649
O 2.8835 1.0086 -0.0455
H -2.5735 -0.9630 0.5198
H -2.4253 0.8115 0.5061
H -2.8510 -0.0029 -0.9777
H 0.9763 0.1397 1.4013
H 1.7683 -1.4247 1.1115
H 2.1902 -0.3646 -1.3685
```

=====

(19)
DFT (wB97M-V/def2-TZVPD) results for 2 unconnected molecules or ions with the total composition C4H7NO2.

Lowest unoccupied orbital energy   0.93 eV
Charge   0
Kohn-Sham gap   0.393 Eh
ΔE to the lowest compared entry with this formula, charge and spin   265.3 kJ/mol
Calculated total energy   -9844.5303 eV

```
14
C4H7NO2 (wB97M-V/def2-TZVPD)
O 0.9196 0.7103 1.7310
C 1.3891 0.3014 0.7037
C 1.8185 -0.7828 -0.1841
N 1.9995 0.6910 -0.4465
H 1.1274 -1.2737 -0.8636
H 2.6826 -1.3666 0.1338
H 2.9107 1.1353 -0.4628
C -1.8104 0.7325 -0.1218
C -1.8589 -0.7662 -0.0476
O -1.1781 -1.5114 -0.7156
H -1.5931 1.1438 0.8702
H -2.7909 1.1130 -0.4334
H -1.0436 1.0532 -0.8317
H -2.5855 -1.1840 0.6807
```